Entry 1:
ORCA calculation (ωB97M-V with the def2-TZVPD basis set) on a 5-piece molecular cluster, H15N5 overall.

Each line ends with the Löwdin charge.
Element x y z (Å)
N: 0.938 3.918 3.056  0.008
H: 0.758 3.381 2.233  -0.015
H: 0.743 3.460 3.934  0.003
H: 1.718 4.556 2.971  0.003
N: 1.360 -0.587 -0.581  0.012
H: 0.811 -0.743 -1.392  -0.013
H: 0.878 -0.083 0.154  -0.004
H: 1.953 -1.317 -0.204  0.005
N: -4.070 -4.390 0.158  -0.002
H: -5.076 -4.557 0.091  0.008
H: -3.646 -5.286 -0.022  -0.006
H: -3.791 -3.730 -0.558  0.000
N: 2.084 2.904 -6.200  0.001
H: 1.127 3.109 -6.491  0.006
H: 2.283 3.786 -5.759  -0.005
H: 1.987 2.171 -5.515  -0.002
N: -0.208 -1.718 3.625  0.004
H: 0.324 -2.568 3.688  -0.008
H: 0.424 -1.225 2.994  -0.003
H: -1.172 -1.878 3.371  0.007

As for the SMILES: N.N.N.N.N. The multiplicity is 1. Its total charge is 0. As for the strongest force on any atom: 1.68 eV Å⁻¹. The calculation puts the total energy at -282.733132 hartree. As for the molar mass: 85.15 u. The value obtained for the LUMO energy is 0.557 eV. For the energy relative to the best compared isomer or geometry (same formula, charge and spin), the calculation gives 13.5 kcal/mol. The value obtained for the HOMO energy is -9.50 eV.

***

Entry 2:
ORCA calculation (ωB97M-V with the def2-TZVPD basis set) on a 7-piece molecular cluster, H15O7 overall.

Each line ends with the Löwdin charge.
Element x y z (Å)
O: -0.610 0.239 1.035  0.133
H: -0.634 -0.479 0.190  0.188
H: -0.794 1.104 0.462  0.121
H: 0.225 0.572 1.424  0.066
O: 1.461 -1.736 -0.963  0.041
H: 1.047 -2.183 -0.167  0.040
H: 0.824 -1.341 -1.220  -0.222
O: -1.203 -1.004 -1.582  -0.016
H: -1.645 -0.294 -1.959  0.024
H: -1.976 -1.643 -1.403  0.140
O: 1.610 1.145 2.192  0.040
H: 2.329 0.758 2.630  0.061
H: 1.880 1.921 1.749  0.058
O: 1.196 0.813 -1.985  0.029
H: 1.035 1.659 -1.820  -0.039
H: 0.980 0.488 -2.858  0.070
O: 0.045 -2.515 1.387  -0.030
H: 0.302 -2.719 2.290  0.076
H: -0.364 -3.264 0.957  0.066
O: -1.684 2.428 -0.192  -0.085
H: -1.336 3.331 -0.001  0.085
H: -2.694 2.716 -0.158  0.155

The multiplicity is 1. Its total charge is +1. As for the strongest force on any atom: 16.35 eV Å⁻¹. The calculation puts the total energy at -535.332170 hartree. As for the molar mass: 127.11 u. The value obtained for the LUMO energy is -3.494 eV. For the energy relative to the best compared isomer or geometry (same formula, charge and spin), the calculation gives 97.1 kcal/mol. The value obtained for the HOMO energy is -13.66 eV.

***

Entry 3:
ORCA calculation (ωB97M-V with the def2-TZVPD basis set) on H16KrO8 as an isolated structure.

Each line ends with the Löwdin charge.
Element x y z (Å)
Kr: -0.040 0.462 -0.482  0.256
O: 3.237 1.592 -2.054  -0.075
H: 3.572 1.682 -1.162  0.024
H: 3.124 0.649 -2.174  -0.033
O: -1.880 3.826 -0.841  -0.072
H: -1.042 3.478 -0.537  -0.043
H: -2.008 3.426 -1.701  0.024
O: -2.412 -1.660 1.387  -0.061
H: -1.563 -2.023 1.139  -0.027
H: -2.199 -0.895 1.923  0.050
O: 0.237 3.730 0.978  -0.055
H: 0.421 4.314 1.713  0.050
H: 0.479 2.860 1.296  0.006
O: -3.925 -1.432 -1.045  -0.068
H: -3.430 -1.228 -0.252  -0.024
H: -3.571 -2.271 -1.341  0.020
O: 2.252 -0.910 -2.671  -0.061
H: 1.462 -0.698 -3.168  0.050
H: 1.979 -1.601 -2.068  0.028
O: 0.137 -2.601 0.999  -0.063
H: -0.046 -3.521 1.187  0.088
H: 0.638 -2.617 0.183  0.055
O: 1.297 -1.410 3.194  -0.063
H: 1.050 -1.912 2.417  -0.035
H: 2.232 -1.240 3.083  0.028

The multiplicity is 1. Its total charge is 0. As for the strongest force on any atom: 0.71 eV Å⁻¹. The calculation puts the total energy at -3365.105986 hartree. As for the molar mass: 227.92 u. The value obtained for the LUMO energy is -0.745 eV. For the energy relative to the best compared isomer or geometry (same formula, charge and spin), the calculation gives 12.6 kcal/mol. The value obtained for the HOMO energy is -10.79 eV.

***

Entry 4:
ORCA calculation (ωB97M-V with the def2-TZVPD basis set) on a 9-piece molecular cluster, H16NO11 overall.

Each line ends with the Löwdin charge.
Element x y z (Å)
N: -0.440 -0.460 0.875  -0.549
O: 0.444 -1.164 1.360  -0.029
O: -0.241 -0.048 -0.256  -0.020
O: -1.488 -0.172 1.513  -0.040
O: -0.084 -1.870 -2.296  -0.038
H: 0.034 -1.448 -1.451  -0.027
H: -0.860 -2.376 -2.135  0.007
O: -0.170 1.249 -2.944  -0.060
H: 0.697 1.628 -2.912  0.007
H: -0.403 0.956 -2.039  0.000
O: -2.391 1.855 -0.658  -0.056
H: -2.183 1.140 -0.042  -0.018
H: -1.637 2.416 -0.650  0.006
O: -3.714 -1.045 -0.630  -0.027
H: -3.477 -1.944 -0.744  0.005
H: -3.576 -0.906 0.303  0.015
O: 3.249 -0.384 1.460  0.003
H: 3.580 -0.429 2.313  0.010
H: 2.355 -0.596 1.555  -0.034
O: 2.330 2.251 0.550  -0.101
H: 2.302 2.203 -0.441  0.046
H: 2.243 1.266 0.647  0.010
O: 2.087 -2.822 -0.060  -0.031
H: 1.720 -3.466 -0.629  0.007
H: 1.448 -2.640 0.591  -0.033
O: -0.735 2.555 2.093  -0.062
H: 0.040 2.543 2.680  0.042
H: -1.127 1.706 1.946  -0.034

The multiplicity is 1. Its total charge is -1. As for the strongest force on any atom: 2.85 eV Å⁻¹. The calculation puts the total energy at -891.950511 hartree. As for the molar mass: 206.12 u. The value obtained for the LUMO energy is 3.063 eV. For the energy relative to the best compared isomer or geometry (same formula, charge and spin), the calculation gives 32.0 kcal/mol. The value obtained for the HOMO energy is -6.77 eV.

***

Entry 5:
ORCA calculation (ωB97M-V with the def2-TZVPD basis set) on a 7-piece molecular cluster, H16NO6 overall.

Each line ends with the Löwdin charge.
Element x y z (Å)
N: 1.234 -0.150 -0.403  0.294
H: 1.467 0.643 0.441  0.223
H: 0.594 -0.716 -0.106  -0.017
H: 2.072 -0.680 -0.659  0.146
H: 0.824 0.424 -1.277  0.197
O: -1.077 -3.069 1.026  -0.050
H: -0.981 -2.734 1.970  0.086
H: -1.366 -2.263 0.634  -0.044
O: -1.814 -0.410 -0.630  0.003
H: -2.673 -0.737 -0.483  0.063
H: -2.073 0.204 -1.279  0.057
O: -0.078 3.279 -1.000  -0.039
H: -0.214 2.966 -1.852  -0.020
H: 0.713 3.728 -1.394  0.079
O: 0.655 -2.263 -2.691  -0.098
H: -0.234 -2.394 -2.529  -0.031
H: 0.940 -1.973 -3.709  0.164
O: -0.794 0.725 1.620  -0.038
H: -1.316 1.374 2.106  0.074
H: -1.337 0.349 0.962  -0.046
O: 2.096 1.300 2.693  -0.086
H: 1.195 1.091 2.832  -0.039
H: 2.165 1.306 3.729  0.122

The multiplicity is 1. Its total charge is +1. As for the strongest force on any atom: 10.01 eV Å⁻¹. The calculation puts the total energy at -515.462466 hartree. As for the molar mass: 126.13 u. The value obtained for the LUMO energy is -3.692 eV. For the energy relative to the best compared isomer or geometry (same formula, charge and spin), the calculation gives 104.3 kcal/mol. The value obtained for the HOMO energy is -14.74 eV.

***

Entry 6:
ORCA calculation (ωB97M-V with the def2-TZVPD basis set) on H16O10V as an isolated structure.

Each line ends with the Löwdin charge.
Element x y z (Å)
O: 0.491 -0.299 1.028  -0.211
V: 0.690 0.826 -0.159  1.286
O: -0.603 0.789 -1.130  -0.207
O: -3.635 0.555 1.826  -0.055
H: -3.680 -0.390 1.679  0.031
H: -3.358 0.642 2.738  0.030
O: 3.991 2.002 1.476  -0.056
H: 4.805 2.458 1.262  0.041
H: 3.878 2.140 2.416  0.039
O: -0.787 -4.033 4.307  -0.051
H: -0.619 -3.812 3.391  0.018
H: -1.723 -4.232 4.339  0.031
O: -3.592 -2.203 -3.105  -0.051
H: -3.316 -2.404 -3.999  0.030
H: -3.747 -1.258 -3.108  0.029
O: 2.232 -1.184 -2.456  -0.045
H: 3.032 -1.395 -2.937  0.051
H: 1.523 -1.442 -3.044  0.044
O: 0.109 4.068 1.444  -0.051
H: 0.533 4.695 2.030  0.043
H: -0.645 4.540 1.092  0.044
O: 2.714 3.836 -2.453  -0.058
H: 3.208 4.619 -2.208  0.037
H: 3.185 3.481 -3.207  0.034
O: -1.628 -4.094 -0.034  -0.050
H: -0.790 -3.887 -0.448  0.021
H: -2.270 -4.019 -0.740  0.026

The multiplicity is 1. Its total charge is +1. As for the strongest force on any atom: 5.47 eV Å⁻¹. The calculation puts the total energy at -1705.621427 hartree. As for the molar mass: 227.06 u. The value obtained for the LUMO energy is -7.361 eV. For the energy relative to the best compared isomer or geometry (same formula, charge and spin), the calculation gives 150.0 kcal/mol. The value obtained for the HOMO energy is -13.11 eV.

***

Please write out number 2 again, unchanged.
ORCA calculation (ωB97M-V with the def2-TZVPD basis set) on a 7-piece molecular cluster, H15O7 overall.

Each line ends with the Löwdin charge.
Element x y z (Å)
O: -0.610 0.239 1.035  0.133
H: -0.634 -0.479 0.190  0.188
H: -0.794 1.104 0.462  0.121
H: 0.225 0.572 1.424  0.066
O: 1.461 -1.736 -0.963  0.041
H: 1.047 -2.183 -0.167  0.040
H: 0.824 -1.341 -1.220  -0.222
O: -1.203 -1.004 -1.582  -0.016
H: -1.645 -0.294 -1.959  0.024
H: -1.976 -1.643 -1.403  0.140
O: 1.610 1.145 2.192  0.040
H: 2.329 0.758 2.630  0.061
H: 1.880 1.921 1.749  0.058
O: 1.196 0.813 -1.985  0.029
H: 1.035 1.659 -1.820  -0.039
H: 0.980 0.488 -2.858  0.070
O: 0.045 -2.515 1.387  -0.030
H: 0.302 -2.719 2.290  0.076
H: -0.364 -3.264 0.957  0.066
O: -1.684 2.428 -0.192  -0.085
H: -1.336 3.331 -0.001  0.085
H: -2.694 2.716 -0.158  0.155

The multiplicity is 1. Its total charge is +1. As for the strongest force on any atom: 16.35 eV Å⁻¹. The calculation puts the total energy at -535.332170 hartree. As for the molar mass: 127.11 u. The value obtained for the LUMO energy is -3.494 eV. For the energy relative to the best compared isomer or geometry (same formula, charge and spin), the calculation gives 97.1 kcal/mol. The value obtained for the HOMO energy is -13.66 eV.